{
  "formula": "C5H14IN2O",
  "method": "ωB97M-V/def2-TZVPD",
  "e_above_lowest_kj_mol": 108.4,
  "spin_multiplicity": 1,
  "total_charge": 1,
  "lumo_energy_ev": -3.559,
  "e_homo_ev": -12.6,
  "orbital_gap_ha": 0.334,
  "elements": ["C", "C", "C", "C", "C", "N", "N", "O", "I", "H", "H", "H", "H", "H", "H", "H", "H", "H", "H", "H", "H", "H", "H"],
  "positions_angstrom": [[-1.45, 2.69, -2.11], [1.27, -2.60, 2.26], [-1.65, 1.53, -1.15], [-0.24, 0.87, -0.74], [1.15, -1.23, 1.56], [-0.55, -0.14, 0.18], [2.57, -0.70, 1.32], [0.52, -1.18, 0.31], [0.28, 0.39, 2.73], [-0.77, 3.53, -1.86], [-0.92, 2.22, -2.98], [-2.37, 3.21, -2.33], [0.63, -2.61, 3.11], [0.91, -3.35, 1.58], [2.24, -2.84, 2.77], [-2.21, 0.73, -1.68], [-2.17, 1.82, -0.20], [0.27, 0.57, -1.51], [0.24, 1.71, -0.31], [-1.35, -0.63, -0.21], [3.24, -1.47, 0.97], [3.01, -0.34, 2.18], [2.65, 0.02, 0.64]],
  "mulliken_charge": [-1.250, -1.148, -0.371, -0.825, 0.304, -0.070, -0.395, -0.336, 0.170, 0.347, 0.307, 0.339, 0.332, 0.330, 0.382, 0.344, 0.336, 0.552, 0.351, 0.202, 0.385, 0.401, 0.314]
}

{
  "formula": "C4H13N2",
  "method": "ωB97M-V/def2-TZVPD",
  "e_above_lowest_kj_mol": 53.4,
  "spin_multiplicity": 1,
  "total_charge": 1,
  "lumo_energy_ev": -3.179,
  "e_homo_ev": -14.5,
  "orbital_gap_ha": 0.414,
  "elements": ["C", "C", "N", "C", "C", "N", "H", "H", "H", "H", "H", "H", "H", "H", "H", "H", "H", "H", "H"],
  "positions_angstrom": [[-1.10, 1.47, -0.93], [-1.14, 0.28, 0.00], [-0.91, -0.98, -0.85], [-0.14, 0.26, 1.15], [1.37, 0.22, 0.86], [1.70, -1.00, -0.05], [-0.12, 1.57, -1.39], [-1.83, 1.36, -1.73], [-1.37, 2.38, -0.40], [-2.12, 0.09, 0.44], [-1.36, -1.72, -0.31], [-1.52, -0.90, -1.65], [-0.31, -0.60, 1.81], [-0.33, 1.13, 1.79], [1.63, 1.05, 0.25], [1.95, -0.01, 1.74], [2.58, -0.86, -0.55], [1.77, -1.85, 0.51], [0.86, -1.10, -0.71]],
  "mulliken_charge": [-1.367, 0.445, -0.770, -0.826, -0.745, -0.290, 0.316, 0.419, 0.370, 0.318, 0.258, 0.248, 0.394, 0.376, 0.399, 0.383, 0.346, 0.346, 0.380]
}

{
  "formula": "F6H24O12P",
  "method": "ωB97M-V/def2-TZVPD",
  "e_above_lowest_kj_mol": 148.8,
  "spin_multiplicity": 1,
  "total_charge": -1,
  "lumo_energy_ev": 2.383,
  "e_homo_ev": -7.7,
  "orbital_gap_ha": 0.369,
  "elements": ["P", "F", "F", "F", "F", "F", "F", "O", "H", "H", "O", "H", "H", "O", "H", "H", "O", "H", "H", "O", "H", "H", "O", "H", "H", "O", "H", "H", "O", "H", "H", "O", "H", "H", "O", "H", "H", "O", "H", "H", "O", "H", "H"],
  "positions_angstrom": [[-0.36, -0.01, -0.25], [-0.17, 1.37, 0.60], [1.26, -0.19, -0.42], [-0.28, -0.83, 1.19], [-0.59, -1.41, -1.01], [-2.03, 0.10, -0.08], [-0.42, 0.89, -1.61], [1.03, -2.43, -2.82], [1.68, -1.83, -3.20], [0.43, -1.86, -2.34], [-1.98, -0.91, 3.00], [-1.45, -0.40, 2.38], [-1.35, -1.34, 3.57], [-4.38, -1.18, -0.11], [-4.92, -1.27, -0.90], [-3.48, -1.14, -0.45], [-0.41, 0.13, -4.02], [0.36, 0.10, -4.58], [-0.10, 0.52, -3.20], [1.56, 0.95, 2.82], [0.70, 0.81, 2.41], [1.37, 1.52, 3.56], [-4.87, 1.24, 1.35], [-4.82, 0.49, 0.76], [-5.33, 0.90, 2.13], [4.35, -0.29, -0.86], [3.80, 0.44, -0.58], [5.01, 0.11, -1.42], [-2.86, 2.66, -0.14], [-2.72, 2.89, 0.78], [-2.57, 1.75, -0.20], [3.60, -1.39, 1.79], [3.64, -0.75, 1.08], [3.03, -0.99, 2.45], [-0.12, -3.54, 1.13], [-0.11, -2.66, 0.77], [-1.04, -3.81, 1.09], [3.06, 1.89, 0.52], [2.29, 1.59, 1.02], [3.35, 2.67, 0.98], [2.15, 1.52, -2.64], [1.85, 2.42, -2.75], [1.85, 1.28, -1.76]],
  "mulliken_charge": [1.939, -0.380, -0.154, -0.270, -0.568, -0.466, -0.498, -0.661, 0.312, 0.380, -0.697, 0.312, 0.310, -0.714, 0.299, 0.321, -0.634, 0.309, 0.389, -0.615, 0.330, 0.245, -0.596, 0.381, 0.281, -0.638, 0.203, 0.308, -0.651, 0.289, 0.298, -0.638, 0.362, 0.318, -0.696, 0.220, 0.312, -0.671, 0.311, 0.241, -0.657, 0.293, 0.239]
}

{
  "formula": "H3N2O2P",
  "method": "ωB97M-V/def2-TZVPD",
  "e_above_lowest_kj_mol": 274.1,
  "spin_multiplicity": 1,
  "lumo_energy_ev": [-1.371, -2.073],
  "e_homo_ev": [-8.9, -8.6],
  "orbital_gap_ha": [0.278, 0.240],
  "elements": ["N", "N", "O", "O", "P", "H", "H", "H"],
  "positions_angstrom": [[1.15, -0.19, 0.23], [0.88, 1.00, -0.06], [-1.13, -1.20, 0.23], [-3.19, 0.22, -0.12], [-1.73, 0.15, -0.04], [1.36, -0.45, 1.23], [1.66, -0.86, -0.46], [1.00, 1.34, -1.01]],
  "mulliken_charge": [0.065, -0.378, -0.499, -0.516, 0.481, 0.299, 0.274, 0.274]
}

{
  "formula": "C4H9BOS",
  "method": "ωB97M-V/def2-TZVPD",
  "e_above_lowest_kj_mol": 343.2,
  "spin_multiplicity": 1,
  "lumo_energy_ev": 0.634,
  "e_homo_ev": -7.9,
  "orbital_gap_ha": 0.312,
  "elements": ["C", "B", "O", "C", "C", "C", "S", "H", "H", "H", "H", "H", "H", "H", "H", "H"],
  "positions_angstrom": [[-2.04, 1.89, -0.46], [-1.89, 0.60, 0.06], [-1.62, -0.40, 0.81], [-0.39, -1.26, 0.86], [0.46, -1.19, -0.44], [1.74, -0.52, -0.19], [1.68, 1.18, 0.52], [-2.51, 2.23, -1.27], [-1.70, 2.69, 0.35], [-0.70, -2.19, 1.04], [0.26, -0.81, 1.68], [0.87, -2.02, -0.89], [-0.17, -0.65, -1.17], [2.24, -1.00, 0.66], [2.37, -0.35, -0.99], [1.40, 1.81, -0.58]],
  "mulliken_charge": [-0.635, 0.503, -0.604, -0.400, -0.220, -1.134, -0.215, 0.338, 0.135, 0.344, 0.286, 0.351, 0.232, 0.379, 0.528, 0.114]
}

{
  "formula": "C5H7N",
  "method": "ωB97M-V/def2-TZVPD",
  "e_above_lowest_kj_mol": 558.7,
  "spin_multiplicity": 1,
  "lumo_energy_ev": 0.990,
  "e_homo_ev": -7.5,
  "orbital_gap_ha": 0.311,
  "elements": ["C", "C", "C", "N", "C", "C", "H", "H", "H", "H", "H", "H", "H"],
  "positions_angstrom": [[0.97, 0.98, 0.33], [-0.47, 0.71, 0.65], [0.00, 0.70, -0.77], [-0.29, -0.76, -0.87], [0.19, -1.83, 0.19], [-0.82, -0.82, 0.49], [1.74, 0.26, 0.58], [1.27, 2.02, 0.40], [-1.13, 1.42, 1.13], [-0.21, 1.34, -1.62], [1.21, -1.57, 0.48], [-0.60, -1.36, -1.63], [-1.87, -1.08, 0.65]],
  "mulliken_charge": [-0.615, -0.203, -0.228, -0.142, -0.382, -0.223, 0.124, 0.280, 0.369, 0.390, 0.082, 0.281, 0.268]
}

{
  "formula": "C8H8F4NO2",
  "method": "ωB97M-V/def2-TZVPD",
  "e_above_lowest_kj_mol": 224.8,
  "spin_multiplicity": 1,
  "total_charge": 1,
  "lumo_energy_ev": [-6.772, -6.573],
  "e_homo_ev": [-13.8, -13.6],
  "orbital_gap_ha": [0.260, 0.258],
  "elements": ["C", "C", "C", "C", "C", "C", "C", "C", "N", "O", "O", "F", "F", "F", "F", "H", "H", "H", "H", "H", "H", "H", "H"],
  "positions_angstrom": [[2.09, 0.64, -0.22], [1.24, 1.65, 0.03], [0.13, -0.93, -0.47], [-0.67, 0.05, -0.01], [1.43, -0.72, -0.69], [-0.19, 1.44, 0.12], [-2.11, -0.14, 0.20], [-1.91, -0.64, 2.21], [2.18, -1.50, -1.45], [-1.01, 2.31, 0.36], [-2.82, 0.12, 2.55], [-0.59, -0.43, 2.50], [-1.97, -1.96, 2.16], [1.56, 1.02, -3.27], [-3.17, 0.09, 4.07], [3.17, 0.60, -0.31], [1.63, 2.68, 0.17], [-0.38, -1.79, -0.62], [-2.51, -1.15, -0.19], [-2.59, 0.82, 0.35], [3.17, -1.45, -1.72], [1.83, -2.39, -1.75], [1.48, 1.68, -4.01]],
  "mulliken_charge": [-0.679, -0.479, -0.502, 0.740, 0.905, 0.502, -1.507, 0.876, -0.313, -0.515, -0.111, -0.237, -0.212, -0.380, -0.211, 0.406, 0.465, 0.525, 0.386, 0.456, 0.251, 0.242, 0.393]
}